# 1
The following is a quantum chemistry calculation of a molecular structure, C5H8AlLiO3, from OMol25.

CARTESIAN COORDINATES (ANGSTROEM)
C -0.716 2.802 0.617
C -0.753 3.766 1.529
H -0.382 2.983 -0.411
H -1.743 2.025 0.016
H -0.756 3.687 2.620
Li 0.332 0.478 2.659
O 0.067 -0.685 -0.768
Al -2.014 -0.423 -2.220
O -1.633 0.627 -0.782
C -0.616 0.218 -0.138
O -0.118 0.929 0.805
C 0.510 -1.906 -0.127
C 1.617 -2.458 -0.987
H 0.886 -1.636 0.870
H -0.342 -2.601 -0.107
H 2.501 -1.811 -0.931
H 1.877 -3.457 -0.616
H 1.283 -2.538 -2.029

HOMO energy (spin up / spin down)   -21.98 / -21.97 eV
LUMO energy (spin up / spin down)   -13.128 / -16.508 eV
Spin multiplicity   2
Total charge   +3

Atom charges from the Löwdin analysis, given in e for atoms 1 to 2:
1 C -0.03
2 C 0.37

=====

# 2
The following is a quantum chemistry calculation of a molecular structure, C18H48CrF8NO22PS8, from OMol25.

CARTESIAN COORDINATES (ANGSTROEM)
Cr -2.702 -1.507 2.563
P -0.189 -0.102 0.088
F 0.472 0.893 1.146
F -1.241 -0.544 1.372
F -1.357 0.956 -0.270
F -0.943 -1.140 -0.906
F 0.719 0.443 -1.082
F 0.750 -1.315 0.533
N -3.503 0.208 2.553
S -3.258 1.840 2.697
O -3.820 2.437 3.842
O -3.263 2.499 1.454
F -1.715 1.777 3.028
S -5.166 0.372 2.108
O -5.372 0.702 0.764
O -5.993 0.827 3.148
F -5.355 -1.227 2.188
O 3.686 5.621 -1.357
S 2.780 6.143 -2.327
O 3.185 6.570 -3.617
O 1.642 5.040 -2.523
C 1.162 4.319 -1.387
C -0.291 3.944 -1.563
C 1.857 7.426 -1.533
H 1.259 4.869 -0.447
H 1.769 3.424 -1.235
H -0.928 4.827 -1.652
H -0.619 3.422 -0.666
H -0.457 3.336 -2.452
H 1.133 7.875 -2.209
H 2.435 8.175 -1.002
H 1.279 6.882 -0.784
O -0.552 -1.577 6.116
S -0.685 -0.592 5.118
O -1.202 -0.964 3.801
O -1.640 0.559 5.614
C -1.861 0.662 7.059
C -0.790 1.498 7.735
C 0.806 0.325 4.830
H -2.062 -0.260 7.599
H -2.783 1.244 7.069
H 0.123 0.927 7.899
H -1.242 1.886 8.645
H -0.510 2.354 7.118
H 1.156 0.100 3.824
H 1.579 0.084 5.558
H 0.635 1.390 4.962
O -2.210 -5.262 1.218
S -1.157 -4.327 1.371
O -1.521 -3.024 1.925
O -0.108 -4.882 2.400
C 0.432 -6.206 2.136
C 1.831 -6.213 2.742
C -0.171 -4.154 -0.095
H 0.466 -6.395 1.066
H -0.086 -7.029 2.627
H 2.291 -7.185 2.573
H 1.741 -6.049 3.813
H 2.441 -5.448 2.262
H -0.603 -3.414 -0.763
H -0.140 -5.120 -0.591
H 0.822 -3.848 0.223
O 8.177 -2.384 -1.754
S 7.212 -1.446 -1.320
O 6.941 -0.252 -2.044
O 5.842 -2.283 -1.189
C 4.623 -1.532 -1.178
C 3.457 -2.492 -1.255
C 7.505 -1.068 0.389
H 4.542 -0.790 -1.973
H 4.606 -0.920 -0.268
H 3.418 -2.953 -2.244
H 2.558 -1.884 -1.156
H 3.566 -3.291 -0.521
H 7.325 -1.961 0.985
H 6.740 -0.367 0.720
H 8.524 -0.711 0.490
O -3.406 -1.708 0.621
S -3.812 -2.235 -0.670
O -3.070 -3.317 -1.209
O -5.310 -2.658 -0.465
C -6.022 -3.084 -1.657
C -6.965 -2.026 -2.173
C -3.880 -0.882 -1.819
H -6.634 -3.929 -1.342
H -5.372 -3.495 -2.431
H -7.568 -1.622 -1.356
H -7.725 -2.413 -2.852
H -6.469 -1.190 -2.665
H -2.911 -0.389 -1.814
H -4.708 -0.275 -1.463
H -4.095 -1.295 -2.802
O 2.668 2.626 -7.158
S 1.375 3.120 -6.828
O 0.421 3.363 -7.852
O 0.645 2.109 -5.818
C 1.415 1.745 -4.662
C 0.890 0.441 -4.104
C 1.611 4.579 -5.835
H 1.382 2.543 -3.920
H 2.428 1.483 -4.973
H -0.134 0.491 -3.723
H 1.458 0.047 -3.263
H 0.928 -0.326 -4.880
H 0.885 4.553 -5.023
H 1.351 5.479 -6.384
H 2.635 4.525 -5.484

HOMO energy (spin up / spin down)   -12.15 / -12.15 eV
LUMO energy (spin up / spin down)   -7.485 / -5.901 eV
Spin multiplicity   4
Total charge   +1

Atom charges from the Löwdin analysis, given in e for atoms 1 to 2:
1 Cr 1.22
2 P 0.22

=====

# 3
The following is a quantum chemistry calculation of a molecular structure, C3H2AgFO3, from OMol25.

CARTESIAN COORDINATES (ANGSTROEM)
O -0.573 -1.086 -1.455
C -1.078 -1.176 -0.266
C -1.252 -0.106 0.559
H -1.212 -2.170 0.198
H -1.625 -0.071 1.577
F -1.286 1.128 -0.109
Ag 0.062 0.948 -2.103
O 2.559 0.542 1.620
O 2.184 1.125 -0.582
C 2.220 0.865 0.561

HOMO energy   -7.43 eV
LUMO energy   -1.109 eV
Spin multiplicity   1

Atom charges from the Löwdin analysis, given in e for atoms 1 to 2:
1 O -0.27
2 C -0.38

=====

# 4
The following is a quantum chemistry calculation of C6H9N2O2P in the gas phase, from OMol25.

CARTESIAN COORDINATES (ANGSTROEM)
C -0.025 -2.486 2.094
C 0.126 1.946 -2.826
C -0.918 -1.443 2.542
C 1.392 2.106 -1.950
C 0.588 -0.762 0.935
C -0.810 0.816 -1.067
N 0.824 -2.080 1.246
N -0.819 1.372 -2.255
O -0.512 -0.329 1.707
O 1.314 1.424 -0.837
P 0.193 -0.805 -0.912
H 0.089 -3.487 2.582
H 0.044 2.443 -3.821
H -1.990 -1.490 2.436
H -0.765 -1.137 3.585
H 2.266 1.635 -2.631
H 1.599 3.181 -1.842
H 1.482 -0.307 1.269
H -1.338 1.080 -0.199
H -0.897 -1.487 -0.424

HOMO energy   -8.66 eV
LUMO energy   0.008 eV
Spin multiplicity   1

Atom charges from the Löwdin analysis, given in e for atoms 1 to 2:
1 C -0.13
2 C -0.09

=====

# 5
The following is a quantum chemistry calculation of C11H15Cl2NO2 in the gas phase, from OMol25.

CARTESIAN COORDINATES (ANGSTROEM)
O 4.635 2.673 -0.260
C 4.258 1.542 0.487
C 4.529 0.227 -0.268
N 4.294 -0.981 0.498
H 4.782 -0.910 1.384
C 2.898 -1.327 0.716
C 2.340 -2.084 -0.494
C 0.856 -2.384 -0.327
O 0.176 -1.142 -0.316
C -1.161 -1.115 -0.139
C -1.985 -2.227 -0.012
C -3.350 -2.068 0.161
C -3.921 -0.812 0.212
C -3.109 0.307 0.087
C -1.741 0.163 -0.085
Cl -0.716 1.536 -0.236
Cl -3.804 1.880 0.150
H -4.983 -0.687 0.346
H -3.975 -2.942 0.258
H -1.567 -3.220 -0.049
H 0.497 -3.002 -1.161
H 0.677 -2.919 0.616
H 2.470 -1.482 -1.393
H 2.890 -3.015 -0.625
H 2.262 -0.451 0.906
H 2.842 -1.979 1.591
H 5.578 0.222 -0.581
H 3.908 0.192 -1.168
H 3.198 1.607 0.773
H 4.864 1.577 1.397
H 4.118 2.693 -1.073

Structure (SMILES)   OCCNCCCOc1cccc(Cl)c1Cl
HOMO energy   -8.75 eV
LUMO energy   0.726 eV
Spin multiplicity   1

Atom charges from the Löwdin analysis, given in e for atoms 1 to 2:
1 O -0.07
2 C -0.27

=====

# 6
The following is a quantum chemistry calculation of 3 unconnected molecules or ions with the total composition C3H14N2O3, from OMol25.

CARTESIAN COORDINATES (ANGSTROEM)
N 1.181 1.243 -0.005
C 1.793 -0.143 -0.079
C 1.395 -0.753 -1.436
O 1.280 0.112 -2.596
C 1.104 -0.906 1.054
N -0.319 -1.021 0.991
H 0.189 1.273 -0.164
H 1.744 1.904 -0.515
H 2.856 0.083 0.026
H 0.529 -1.413 -1.488
H 2.334 -1.317 -1.649
H 2.083 0.622 -2.498
H 1.481 -0.426 2.000
H 1.660 -1.861 1.048
H -0.625 -1.503 1.824
H -0.888 -0.189 0.934
H -3.565 0.074 -0.692
H -2.223 0.567 -1.263
O -3.055 0.868 -0.879
H -2.987 1.120 2.588
H -3.137 1.065 1.001
O -2.830 0.600 1.798

Structure (SMILES)   NC[C@H](N)CO.O.O
HOMO energy   -8.86 eV
LUMO energy   0.685 eV
Spin multiplicity   1

Atom charges from the Löwdin analysis, given in e for atoms 1 to 2:
1 N 0.03
2 C -0.34

=====

# 7
The following is a quantum chemistry calculation of a gas-phase ion, C5H7N2 (charge +1), from OMol25.

CARTESIAN COORDINATES (ANGSTROEM)
C -1.769 -1.010 0.000
C -2.403 0.143 0.049
C -0.247 0.577 -0.005
C 1.046 1.200 0.028
C 0.609 -1.719 0.009
N -0.475 -0.752 -0.073
N -1.625 1.232 0.005
H 1.933 0.645 -0.479
H 1.202 1.115 1.128
H 0.993 2.257 -0.201
H 0.129 -2.593 0.002
H 1.211 -1.826 -0.978
H 1.309 -1.473 0.795
H -1.914 2.203 -0.280

Structure (SMILES)   Cc1[nH+]c#cn1C
HOMO energy (spin up / spin down)   -14.09 / -14.02 eV
LUMO energy (spin up / spin down)   -6.051 / -6.446 eV
Spin multiplicity   1
Total charge   +1

Atom charges from the Löwdin analysis, given in e for atoms 1 to 2:
1 C 0.10
2 C 0.06

=====

# 8
The following is a quantum chemistry calculation of 2 unconnected molecules or ions with the total composition C9H9NO, from OMol25.

CARTESIAN COORDINATES (ANGSTROEM)
C 0.083 0.633 2.098
C -0.292 1.730 1.439
C -1.049 1.796 0.171
C -1.254 2.986 -0.408
C -1.536 0.608 -0.486
C -1.904 -0.434 -1.006
C 2.064 -1.994 -0.926
C 0.939 -2.822 -0.476
C 0.024 -3.545 -0.163
H 0.659 0.705 3.012
H -0.148 -0.369 1.744
H -0.067 2.721 1.858
H -1.805 3.075 -1.355
H -0.903 3.920 0.025
H -2.283 -1.309 -1.484
H 0.874 -0.347 -0.699
H 2.482 -0.018 -1.206
H -0.779 -4.199 0.097
N 1.724 -0.684 -1.098
O 3.172 -2.454 -1.138

Structure (SMILES)   C#CC(=C)C=C.C#CC(N)=O
HOMO energy   -9.27 eV
LUMO energy   0.245 eV
Spin multiplicity   1

Atom charges from the Löwdin analysis, given in e for atoms 1 to 2:
1 C 0.03
2 C -0.16

=====

# 9
The following is a quantum chemistry calculation of a molecular structure, C26H28MoN6O9S, from OMol25.

CARTESIAN COORDINATES (ANGSTROEM)
Mo 0.000 0.000 0.000
O -0.109 -0.109 2.040
C 0.489 0.489 3.164
C 1.396 1.396 2.418
C 2.278 2.278 3.023
C 3.071 3.071 2.199
C 2.954 2.954 0.816
C 2.043 2.043 0.304
N 1.258 1.258 1.070
H -0.987 -0.987 2.335
H 1.030 -0.255 3.752
H -0.255 1.030 3.752
H 2.350 2.350 4.102
H 3.776 3.776 2.630
H 3.559 3.559 0.150
H 1.915 1.915 -0.767
O 3.962 -0.158 -4.054
C 4.536 0.152 -2.869
O 5.734 0.424 -2.829
C 3.724 0.115 -1.654
C 4.275 0.268 -0.388
N 3.257 0.194 0.505
N 2.064 0.000 -0.055
C 2.324 -0.014 -1.380
C 1.251 -0.117 -2.411
O 1.644 -0.300 -3.611
O 0.055 0.000 -2.021
H 2.970 -0.294 -3.986
H 5.296 0.428 -0.076
H 3.298 0.273 1.514
O 0.000 1.710 0.000
C -4.401 4.814 -1.636
C -3.126 4.578 -0.843
C -2.948 3.125 -0.408
N -2.788 2.210 -1.534
C -2.566 0.863 -1.428
S -2.457 0.000 0.000
N -2.401 0.163 -2.609
C -2.434 0.522 -3.951
O -1.586 0.093 -4.728
C -3.510 1.420 -4.445
C -4.786 1.426 -3.868
C -5.784 2.253 -4.389
C -5.514 3.064 -5.491
C -4.251 3.047 -6.081
C -3.251 2.222 -5.564
H -4.527 5.883 -1.836
H -5.280 4.465 -1.085
H -4.367 4.300 -2.599
H -3.146 5.211 0.051
H -2.265 4.896 -1.444
H -3.807 2.794 0.186
H -2.053 3.047 0.219
H -2.524 2.643 -2.410
H -1.869 -0.687 -2.463
H -5.021 0.786 -3.021
H -6.774 2.260 -3.938
H -6.294 3.703 -5.898
H -4.048 3.666 -6.951
H -2.274 2.197 -6.042
O 1.338 -2.464 -1.820
C 0.648 -2.849 -0.881
C 0.443 -4.302 -0.603
C -0.443 -4.302 0.603
C -0.648 -2.849 0.881
O -1.338 -2.464 1.820
N 0.000 -2.092 0.000
H 1.404 -4.786 -0.401
H -0.036 -4.786 -1.460
H 0.036 -4.786 1.460
H -1.404 -4.786 0.401

HOMO energy (spin up / spin down)   -6.35 / -6.35 eV
LUMO energy (spin up / spin down)   -0.338 / -0.326 eV
Spin multiplicity   1

Atom charges from the Löwdin analysis, given in e for atoms 1 to 2:
1 Mo 1.56
2 O -0.37

=====

# 10
The following is a quantum chemistry calculation of a molecular structure, C42H39IN7PRuS, from OMol25.

CARTESIAN COORDINATES (ANGSTROEM)
Ru -0.239 0.134 0.816
C -0.943 -0.053 -2.392
N -0.030 -0.820 -1.522
C 1.372 -0.659 -1.934
C 1.832 0.667 -1.425
N 1.282 1.251 -0.372
C 1.963 2.465 -0.206
C 1.774 3.509 0.695
C 2.613 4.599 0.587
C 3.615 4.668 -0.393
C 3.798 3.650 -1.308
C 2.949 2.557 -1.188
N 2.823 1.396 -1.948
C -2.083 0.511 -1.609
N -1.977 0.911 -0.354
C -3.254 1.360 0.019
C -3.741 1.862 1.226
C -5.075 2.214 1.271
C -5.912 2.088 0.152
C -5.443 1.597 -1.049
C -4.103 1.232 -1.081
N -3.318 0.688 -2.092
H -0.385 0.785 -2.816
H -1.306 -0.651 -3.230
H -0.283 -1.801 -1.523
H 1.970 -1.448 -1.476
H 1.504 -0.729 -3.017
H 0.973 3.481 1.419
H 2.486 5.439 1.258
H 4.244 5.546 -0.444
H 4.553 3.711 -2.080
H 3.365 1.152 -2.763
H -3.107 1.985 2.090
H -5.488 2.608 2.190
H -6.949 2.386 0.235
H -6.086 1.503 -1.914
H -3.617 0.482 -3.033
I -2.720 -1.833 1.085
C -2.227 -3.839 0.777
C -3.234 -4.537 0.154
C -3.171 -5.930 0.020
C -2.113 -6.593 0.565
C -1.063 -5.896 1.208
C -0.029 -6.656 1.798
C 0.998 -6.048 2.458
C 1.049 -4.650 2.477
C 0.085 -3.850 1.888
P 0.635 -2.098 1.886
C 2.226 -2.127 1.003
C 3.033 -0.985 1.056
C 4.212 -0.922 0.329
C 4.595 -1.995 -0.468
C 3.794 -3.127 -0.539
C 2.612 -3.194 0.188
C 1.006 -1.796 3.645
C -0.085 -1.572 4.490
C 0.107 -1.430 5.854
C 1.389 -1.508 6.388
C 2.477 -1.731 5.554
C 2.290 -1.878 4.184
C -1.057 -4.467 1.286
H -4.110 -4.015 -0.210
H -3.974 -6.461 -0.471
H -2.059 -7.673 0.525
H -0.081 -7.736 1.731
H 1.777 -6.624 2.937
H 1.906 -4.193 2.952
H 2.753 -0.140 1.677
H 4.840 -0.042 0.399
H 5.524 -1.954 -1.022
H 4.094 -3.966 -1.153
H 2.004 -4.087 0.130
H -1.090 -1.523 4.085
H -0.743 -1.271 6.504
H 1.536 -1.409 7.456
H 3.473 -1.815 5.968
H 3.147 -2.081 3.554
S -0.548 1.417 2.829
C 0.733 2.139 3.780
N 0.574 3.393 4.160
C 1.494 4.090 5.076
C 2.229 3.064 5.919
C 2.840 2.006 5.018
N 1.795 1.449 4.143
H -0.266 3.861 3.857
H 0.897 4.757 5.694
H 2.186 4.694 4.488
H 1.539 2.597 6.624
H 3.009 3.557 6.496
H 3.254 1.181 5.593
H 3.636 2.423 4.398
H 1.807 0.462 3.923

HOMO energy (spin up / spin down)   -15.23 / -15.24 eV
LUMO energy (spin up / spin down)   -6.946 / -9.924 eV
Spin multiplicity   6
Total charge   +3

Atom charges from the Löwdin analysis, given in e for atoms 1 to 2:
1 Ru 1.05
2 C -0.09

=====

# 11
The following is a quantum chemistry calculation of C27H30F4N6O3 in the gas phase, from OMol25.

CARTESIAN COORDINATES (ANGSTROEM)
C -4.578 -3.680 0.899
H -4.614 -4.738 1.149
H -5.482 -3.427 0.349
H -4.570 -3.108 1.824
C -3.344 -3.370 0.055
C -3.359 -4.194 -1.231
H -4.167 -3.868 -1.884
H -3.512 -5.245 -0.999
H -2.416 -4.106 -1.764
C -3.297 -1.866 -0.234
H -4.127 -1.604 -0.893
C -2.004 -1.391 -0.909
N -0.836 -1.631 -0.058
C 0.026 -2.603 -0.426
O -0.072 -3.217 -1.467
C 1.146 -2.960 0.565
N 1.820 -1.848 1.149
N 1.875 -1.642 2.443
N 2.558 -0.574 2.629
C 2.930 -0.129 1.409
N 2.463 -0.935 0.458
C 3.721 1.059 1.179
C 4.133 1.384 -0.112
C 4.874 2.528 -0.334
C 5.193 3.334 0.746
C 4.800 3.027 2.037
C 4.061 1.881 2.253
H 3.733 1.612 3.244
H 5.069 3.682 2.850
F 5.914 4.452 0.530
H 5.203 2.802 -1.324
H 3.868 0.731 -0.929
H 1.861 -3.573 0.007
H 0.729 -3.547 1.388
C -0.742 -0.881 1.146
C -0.208 0.401 1.106
C -0.137 1.143 2.274
C -0.599 0.625 3.477
C -1.129 -0.651 3.507
C -1.204 -1.403 2.348
H -1.618 -2.399 2.374
H -1.484 -1.063 4.438
H -0.531 1.217 4.376
C 0.421 2.537 2.249
F 1.187 2.804 3.319
F -0.545 3.472 2.243
F 1.182 2.781 1.170
H 0.173 0.802 0.179
H -1.825 -1.962 -1.823
C -2.159 0.100 -1.246
O -2.574 0.912 -0.443
N -1.858 0.394 -2.522
H -1.391 -0.283 -3.107
C -2.000 1.709 -3.103
H -2.592 2.319 -2.418
H -2.531 1.606 -4.054
C -0.628 2.369 -3.345
C -0.018 2.966 -2.068
H -0.472 2.504 -1.191
H -0.176 4.039 -2.007
C 1.457 2.589 -2.181
H 1.987 3.319 -2.794
H 1.953 2.506 -1.218
C 1.367 1.258 -2.922
H 1.162 0.433 -2.221
H 2.261 1.012 -3.498
O 0.296 1.403 -3.839
H -0.745 3.136 -4.122
H -3.425 -1.300 0.691
H -2.452 -3.654 0.626

Structure (SMILES)   CC(C)C[C@@H](C(=O)NC[C@H]1CCCO1)N(C(=O)Cn1nnc(-c2ccc(F)cc2)n1)c1cccc(C(F)(F)F)c1
HOMO energy   -8.94 eV
LUMO energy   0.491 eV
Spin multiplicity   1

Atom charges from the Löwdin analysis, given in e for atoms 1 to 2:
1 C -0.07
2 H 0.08

=====

# 12
The following is a quantum chemistry calculation of 2 unconnected molecules or ions with the total composition C3H8O2S, from OMol25.

CARTESIAN COORDINATES (ANGSTROEM)
C -0.050 -2.518 2.597
C 0.813 -1.631 1.613
S -0.362 -1.123 0.078
H 0.052 -3.538 2.489
H 0.254 -2.259 3.724
H -1.111 -2.123 2.479
H 1.511 -2.341 1.328
H 1.218 -0.748 2.110
H -0.481 -2.409 -0.450
O 0.720 4.102 -3.972
C -0.166 3.999 -3.105
O -1.321 3.272 -2.988
H 0.119 4.589 -2.152
H -1.198 2.730 -3.754

HOMO energy (spin up / spin down)   -12.95 / -12.95 eV
LUMO energy (spin up / spin down)   -4.845 / -9.404 eV
Spin multiplicity   2
Total charge   +1

Atom charges from the Löwdin analysis, given in e for atoms 1 to 2:
1 C -0.12
2 C -0.35